# C20H41N2P3STl

A structure of composition C20H41N2P3STl in a non-equilibrium geometry (wB97M-V/def2-TZVPD, the Open Molecules 2025 dataset).

Net charge = +3
Energy relative to the best compared isomer or geometry (same formula, charge and spin) = 0.0000 eV

Atoms and positions in Å:
Tl 4.00507 2.95540 0.02638
S -1.53201 1.43522 -2.58002
P -2.35804 -1.04438 2.06730
P -1.13748 -2.47073 -2.35935
P -0.51814 -2.27446 2.23568
N 2.04198 3.79913 2.46939
N 1.77825 2.58042 1.88906
C -3.75199 -1.97530 2.74422
C 1.10759 1.15453 -3.19557
C -1.32726 -2.24314 -4.18697
C -2.21013 0.49852 2.99754
C 3.15679 4.15298 -3.09014
C 0.57203 2.88605 -1.58772
C 0.54329 -3.24842 -2.38192
C 2.08742 4.78196 -2.20303
C 0.82285 -1.55088 1.26509
C 0.16268 1.84754 -2.39051
C 2.92735 2.72868 -2.54249
C -0.12722 -2.26689 3.98376
C 1.44616 2.52042 4.12875
C -2.19394 -3.98313 -2.16405
C 1.90831 3.40897 -1.55512
C 2.42646 1.51295 -3.17180
C -0.89654 -3.94771 1.71851
C -2.63303 -0.65223 0.32140
C 1.33615 1.82257 2.91268
C 1.86030 3.80716 3.81086
H 0.63535 -3.91455 -3.25771
H -1.02418 -3.16987 -4.69917
H -2.54487 -1.54698 -0.32381
H -3.22047 0.93276 3.04493
H 1.22954 2.12695 5.09556
H 2.97885 4.33128 -4.16563
H 1.69563 -2.20710 1.37725
H -3.91565 -2.90576 2.18593
H -0.68839 -1.41150 -4.52773
H 0.49176 -1.39899 4.22561
H -1.00377 -2.27227 4.63132
H -2.13700 -4.34085 -1.12478
H 4.00227 2.48447 -2.36111
H 0.44927 -3.17290 4.18065
H -1.53832 1.19796 2.47915
H -3.23718 -3.68381 -2.34639
H -1.39826 0.13800 -2.43050
H -1.90437 -4.26745 2.00172
H 2.03977 4.69191 4.41456
H -0.76341 -4.07891 0.63875
H -3.60033 -2.21055 3.80563
H -1.88444 -4.76697 -2.87841
H -2.38441 -2.02895 -4.40742
H -0.18185 -4.59916 2.23104
H 2.38392 5.61827 -1.53562
H -1.88703 0.07830 -0.02904
H -1.84466 0.33078 4.01939
H -0.19710 3.47852 -1.12027
H 2.07996 4.63824 1.84432
H 0.82511 0.26169 -3.76473
H 2.18837 3.77666 -0.48851
H 3.21875 0.89339 -3.64159
H 0.84410 0.86103 2.73922
H 1.09960 -0.54540 1.61244
H -3.64536 -0.23015 0.22331
H 4.13853 4.57889 -2.92913
H 1.29059 -2.43879 -2.44278
H 0.71125 -3.81081 -1.44872
H 1.25339 5.12193 -2.82563
H -4.63537 -1.33245 2.63927
H 0.58353 -1.44210 0.19670

Forces on the atoms, in the same order (eV/Å):
1.5236 -0.5180 1.0457
-0.6746 1.1893 0.0738
-0.7346 0.5242 -0.6197
0.2524 -0.8204 -0.6953
-0.1200 0.2583 -0.0504
0.0455 0.2710 -0.9609
-1.0250 0.5363 0.6727
0.2720 -0.2972 0.0195
2.9247 -0.9637 -0.4404
-0.0623 0.1523 0.2493
0.3566 -0.0210 0.0695
-0.2048 1.3673 -2.5519
-2.2527 -1.8220 -1.0060
-0.0561 0.2465 0.1350
-0.1800 0.9072 -1.0815
0.1145 0.2957 -0.2102
0.1740 1.9326 1.3126
1.2352 0.7946 0.9686
0.3617 0.0626 0.1172
-0.2487 0.3032 -0.1738
0.0335 0.3610 0.0234
0.5215 1.4128 1.4014
-1.0728 -1.0925 -1.7016
0.0164 -0.2633 -0.2593
0.0361 -0.2584 0.1244
0.6075 1.0528 -0.3137
-0.1082 -0.7839 -0.3734
0.1002 0.1959 0.4959
-0.1485 0.3388 0.1185
-0.0385 0.3568 0.3543
0.2511 -0.0991 -0.0284
-0.1126 0.0363 0.4412
0.0008 -0.3527 0.3716
-0.1304 0.0456 -0.0257
-0.0130 0.2500 0.0819
-0.3698 -0.3049 0.0074
-0.0614 -0.0573 0.0036
-0.0879 -0.0676 -0.1048
-0.0051 -0.1494 -0.3606
-0.4945 -0.3353 1.1250
0.0658 0.0309 0.1141
-0.2211 -0.1917 0.1191
0.2627 -0.2610 -0.0510
0.2304 -0.9095 -0.0181
0.1474 0.1330 0.0331
-0.0825 -0.2725 -0.1550
-0.0672 0.1606 0.1582
-0.0516 0.1005 -0.2113
-0.2475 0.2477 0.4288
0.4198 0.0492 -0.0895
-0.0140 0.0014 -0.0421
-0.0793 -0.5630 -0.4074
-0.2563 -0.1398 0.1310
-0.1666 0.0229 -0.2151
-0.1179 -0.0034 0.4942
0.1747 -1.1924 1.0480
0.0122 0.3483 0.3392
-0.8621 -1.2394 -0.7286
-0.9321 0.3653 0.0110
0.7658 0.4101 0.1063
-0.1474 -0.4670 0.1039
0.2769 -0.0304 0.0770
0.4712 -0.3718 0.2458
-0.1238 -0.4162 -0.0594
0.0728 0.0721 -0.3593
-0.0833 -0.0988 0.4159
0.1338 -0.1037 0.0212
-0.2060 -0.3657 0.2355